Record 1
{"formula": "C4H9NO", "method": "ωB97M-V/def2-TZVPD", "smiles": "CNCCC=O", "e_tot_ev": -7829.9217, "species": ["C", "N", "C", "C", "C", "O", "H", "H", "H", "H", "H", "H", "H", "H", "H"], "coordinates": [[-0.1552, -0.2318, -2.4478], [-0.3814, -0.4201, -0.9954], [0.0964, 0.5787, -0.0004], [-0.4195, 0.3437, 1.4419], [0.5032, -0.2958, 2.4332], [1.5857, 0.1195, 2.7803], [-0.1075, -1.2547, -2.8647], [0.6576, 0.4453, -2.7915], [-1.0426, 0.1821, -2.8591], [0.1782, -1.2540, -0.7567], [-0.0050, 1.6919, -0.2918], [1.2006, 0.4381, 0.0269], [-0.9141, 1.1343, 2.0217], [-1.2602, -0.3632, 1.2438], [0.0638, -1.1140, 3.0596]], "forces_ev_per_a": [[0.0, -0.1, 0.5], [0.6, -0.5, 0.8], [1.9, 2.0, -0.5], [-1.5, -1.6, -1.2], [0.3, 0.1, 1.5], [-0.3, -0.1, -0.8], [0.4, 0.6, 0.0], [0.0, -0.7, 0.5], [-0.9, 0.5, -0.4], [-0.7, 0.5, -0.1], [-0.4, -1.9, 0.0], [-0.4, 0.5, 0.3], [0.4, 0.5, -0.6], [0.4, 0.2, 0.5], [0.0, 0.0, -0.5]], "nbo_charge": [-0.4163, -0.6308, -0.2243, -0.5458, 0.4376, -0.5185, 0.2037, 0.1788, 0.1906, 0.3443, 0.2077, 0.1837, 0.2516, 0.2332, 0.1045]}

Record 2
{"formula": "C14H15CrN5O5S2", "method": "ωB97M-V/def2-TZVPD", "multiplicity": 2, "charge": 1, "e_tot_ev": -82534.6556, "species": ["Cr", "O", "C", "O", "C", "C", "C", "C", "C", "C", "C", "C", "C", "N", "H", "H", "H", "H", "H", "H", "C", "C", "N", "N", "C", "S", "N", "N", "H", "H", "H", "H", "H", "H", "C", "S", "O", "O", "O", "H", "H", "H"], "coordinates": [[0.9983, 1.6696, 0.3082], [-1.6610, 4.1820, -1.1734], [-0.9080, 3.2649, -0.9903], [-0.0328, 3.0788, -0.0663], [-0.8259, 2.0540, -1.9117], [-1.7209, 1.8381, -2.9611], [-1.5975, 0.6853, -3.6963], [-0.4793, -0.1462, -3.4852], [-0.2127, -1.2891, -4.2726], [0.9744, -1.9596, -4.1509], [1.9591, -1.4897, -3.2676], [1.7128, -0.4168, -2.4526], [0.4688, 0.2378, -2.4879], [0.2020, 1.2595, -1.6237], [-2.4830, 2.5743, -3.1548], [-2.3112, 0.4420, -4.4698], [-0.9486, -1.6059, -4.9973], [1.1796, -2.8194, -4.7718], [2.9234, -1.9713, -3.2495], [2.4795, -0.0215, -1.8040], [-2.0009, -2.9622, 2.4459], [-0.6172, -2.4813, 2.2952], [0.4180, -2.9596, 2.9076], [1.4735, -2.2475, 2.4878], [1.1169, -1.3215, 1.5821], [2.1575, -0.3483, 0.6784], [-0.2297, -1.4564, 1.4496], [-0.9911, -0.6563, 0.6191], [-1.9860, -3.9184, 2.9614], [-2.4864, -3.0737, 1.4775], [-2.5858, -2.2594, 3.0392], [2.4038, -2.4526, 2.8253], [-1.3001, 0.1769, 1.1271], [-1.7911, -1.1789, 0.2737], [1.0934, 2.0188, 4.4488], [0.5594, 2.4207, 2.7808], [-0.0006, 3.7190, 2.7281], [-0.3185, 1.3191, 2.3369], [1.7890, 2.2625, 1.9167], [0.2163, 2.0201, 5.0850], [1.8030, 2.7708, 4.7749], [1.5597, 1.0417, 4.4377]], "forces_ev_per_a": [[0.2, -1.6, 0.1], [0.4, -0.3, 0.3], [-1.2, -0.3, -1.6], [0.4, 1.4, 1.4], [0.1, 0.1, 0.1], [0.0, -0.3, -0.1], [0.1, 0.3, 0.3], [0.3, 0.1, 0.4], [0.2, -0.1, 0.0], [-0.3, 0.1, -0.2], [0.0, 0.3, 0.2], [0.1, -0.1, -0.1], [-0.1, -0.5, -0.5], [-0.1, 0.3, -0.3], [-0.1, 0.1, 0.1], [0.0, 0.0, -0.1], [-0.1, 0.0, -0.1], [0.0, 0.0, 0.0], [0.1, 0.0, 0.0], [0.1, -0.1, -0.1], [-0.2, 0.1, 0.1], [0.2, 0.1, 0.0], [-0.5, -0.8, 0.5], [-0.3, 0.9, -0.8], [-0.2, -0.3, 0.0], [0.4, -0.1, -0.3], [0.8, -0.2, 0.6], [-0.4, 0.3, -0.2], [0.0, 0.0, 0.0], [0.0, -0.1, 0.0], [0.0, 0.0, 0.0], [-0.1, 0.1, -0.1], [0.0, -0.4, 0.1], [0.2, 0.0, 0.0], [-0.1, 0.2, -0.8], [-0.5, 0.1, 2.3], [0.0, 0.3, 0.4], [0.2, -0.1, -0.9], [0.5, 0.7, -0.5], [-0.2, 0.1, 0.0], [0.0, 0.1, 0.0], [0.0, -0.2, -0.1]], "nbo_charge": [1.3263, -0.5181, 0.7504, -0.6669, 0.1512, -0.2368, -0.0731, -0.1230, -0.1571, -0.1937, -0.1643, -0.2297, 0.2575, -0.5316, 0.2661, 0.2374, 0.2292, 0.2352, 0.2333, 0.2171, -0.6690, 0.3656, -0.2290, -0.3346, 0.2589, -0.0901, -0.1983, -0.6364, 0.2730, 0.2333, 0.2541, 0.4471, 0.4154, 0.3892, -0.8646, 2.3788, -0.8782, -1.0092, -0.8872, 0.2638, 0.2669, 0.2412]}

Record 3
{"formula": "H6Si3", "method": "ωB97M-V/def2-TZVPD", "e_tot_ev": -23725.7684, "species": ["Si", "Si", "Si", "H", "H", "H", "H", "H", "H"], "coordinates": [[0.4884, -1.2831, -0.5035], [-1.1575, 0.3070, 1.0723], [0.2829, 1.0699, -0.5743], [1.4650, -2.4920, -0.2942], [-0.1891, -2.1328, -1.5339], [-2.1903, 1.1372, 1.7247], [-0.1089, 0.4929, 2.1405], [1.3513, 1.7731, -0.0276], [0.0583, 1.1279, -2.0039]], "forces_ev_per_a": [[-0.6, -1.2, 0.4], [1.6, -0.8, -0.1], [-1.1, -1.5, 0.1], [-0.3, 1.4, 0.8], [-0.5, 0.8, -0.1], [-0.6, -0.2, -0.4], [0.0, -0.2, -0.3], [1.6, 1.2, 0.2], [-0.2, 0.6, -0.6]], "nbo_charge": [0.3780, 0.0780, 0.3036, -0.1152, -0.1505, -0.1014, -0.1386, -0.1385, -0.1154]}

Record 4
{"formula": "C22H20N2O4", "method": "ωB97M-V/def2-TZVPD", "smiles": "CCOC(=O)Cc1ncccc1C(=O)Nc1ccc(Oc2ccccc2)cc1", "e_tot_ev": -34309.6605, "species": ["C", "C", "H", "H", "O", "C", "O", "C", "C", "N", "C", "C", "C", "C", "C", "O", "N", "C", "C", "C", "C", "C", "C", "H", "H", "O", "C", "C", "C", "C", "C", "C", "H", "H", "H", "H", "H", "H", "H", "H", "H", "H", "H", "H", "H", "H", "H", "H"], "coordinates": [[-0.4103, 2.4448, 0.4090], [-1.4659, 2.2341, -0.6662], [-1.8623, 3.1973, -1.0032], [-1.0592, 1.6815, -1.5162], [-2.5499, 1.4324, -0.1892], [-3.4743, 2.0478, 0.5592], [-3.4767, 3.2261, 0.7863], [-4.5072, 1.0780, 1.1012], [-4.7508, -0.1020, 0.2127], [-5.9026, -0.1156, -0.4381], [-6.1795, -1.1221, -1.2470], [-5.3136, -2.1823, -1.4628], [-4.1012, -2.1767, -0.7924], [-3.8009, -1.1229, 0.0634], [-2.5138, -1.0881, 0.8251], [-2.4606, -0.8909, 2.0206], [-1.4375, -1.3171, 0.0203], [-0.0796, -1.2396, 0.3430], [0.8416, -1.2366, -0.7026], [2.1957, -1.1492, -0.4523], [2.6533, -1.0538, 0.8587], [1.7366, -1.0735, 1.9055], [0.3827, -1.1690, 1.6550], [-0.3212, -1.1762, 2.4697], [2.1031, -1.0173, 2.9181], [3.9823, -1.0241, 1.1848], [4.8799, -0.3822, 0.3716], [4.5669, 0.7695, -0.3427], [5.5444, 1.3956, -1.0944], [6.8324, 0.8898, -1.1354], [7.1460, -0.2472, -0.4092], [6.1772, -0.8845, 0.3420], [6.4047, -1.7695, 0.9154], [8.1504, -0.6430, -0.4298], [7.5895, 1.3833, -1.7254], [5.2960, 2.2899, -1.6466], [3.5664, 1.1752, -0.2978], [2.9002, -1.1615, -1.2708], [0.4940, -1.3083, -1.7240], [-1.6289, -1.3903, -0.9697], [-3.4049, -2.9960, -0.9128], [-5.5789, -2.9893, -2.1274], [-7.1420, -1.0719, -1.7385], [-5.4381, 1.6230, 1.2557], [-4.1230, 0.7328, 2.0658], [0.4276, 2.9958, -0.0087], [-0.8316, 3.0157, 1.2324], [-0.0565, 1.4883, 0.7875]], "forces_ev_per_a": [[-0.4, -0.1, -0.1], [0.4, 0.4, 0.0], [0.1, -0.2, 0.0], [-0.1, 0.1, 0.1], [0.0, -0.2, 0.0], [-0.3, 0.1, 0.1], [0.1, 0.1, 0.0], [0.1, 0.2, 0.1], [0.3, -0.3, 0.1], [-0.2, 0.4, 0.2], [0.0, -0.4, -0.2], [0.0, 0.1, 0.0], [0.0, 0.2, 0.1], [-0.4, -0.1, -0.1], [0.0, -0.1, -0.3], [0.1, 0.1, 0.2], [-0.1, -0.2, -0.4], [0.4, 0.0, 0.2], [-0.2, 0.0, 0.2], [0.2, 0.0, 0.2], [-0.5, 0.0, -0.1], [0.4, 0.1, -0.3], [-0.2, 0.0, 0.0], [0.0, 0.0, 0.0], [0.0, 0.0, 0.1], [0.1, -0.1, 0.2], [0.4, 0.2, -0.2], [-0.2, -0.1, 0.2], [0.1, 0.0, 0.0], [0.1, 0.1, -0.1], [0.0, 0.0, 0.0], [-0.3, -0.1, 0.1], [0.0, -0.1, 0.1], [0.1, 0.0, 0.0], [0.1, 0.0, 0.0], [0.0, 0.1, 0.0], [0.0, 0.0, 0.0], [0.0, 0.0, 0.0], [0.0, 0.0, -0.1], [-0.1, 0.1, 0.2], [0.1, 0.0, 0.0], [0.0, -0.1, -0.1], [-0.1, -0.1, -0.1], [0.1, 0.0, 0.0], [-0.1, 0.1, 0.0], [0.1, 0.1, 0.0], [0.0, 0.1, 0.1], [0.1, -0.1, 0.0]], "nbo_charge": [-0.6395, -0.0714, 0.2031, 0.1838, -0.5300, 0.8196, -0.5915, -0.5627, 0.2601, -0.4185, 0.0518, -0.2631, -0.1533, -0.1713, 0.6940, -0.6076, -0.5979, 0.1251, -0.2392, -0.2206, 0.2558, -0.2306, -0.2245, 0.2592, 0.2298, -0.4951, 0.3711, -0.3078, -0.1919, -0.2355, -0.1906, -0.2802, 0.2251, 0.2159, 0.2145, 0.2149, 0.2269, 0.2246, 0.2063, 0.4023, 0.2192, 0.2233, 0.1967, 0.2601, 0.2796, 0.2150, 0.2272, 0.2177]}

Record 5
{"formula": "C4H5NO", "method": "ωB97M-V/def2-TZVPD", "e_tot_ev": -7762.9084, "species": ["C", "C", "C", "O", "C", "N", "H", "H", "H", "H", "H"], "coordinates": [[1.2911, 0.0376, 0.7830], [-0.6415, -0.0091, 0.1092], [-0.1945, 0.4992, -1.1991], [0.9158, 0.9755, -1.2718], [-1.7821, -0.9677, 0.0618], [-2.6951, -1.6878, 0.0068], [1.0031, -0.1387, 1.7963], [1.7956, -0.7738, 0.2604], [1.9267, 0.9527, 0.7054], [-0.8887, 0.7731, 0.8178], [-0.8026, 0.4349, -2.1100]], "forces_ev_per_a": [[-1.1, -0.8, 0.5], [1.5, 0.2, 0.5], [0.7, 0.6, -0.4], [-0.5, 0.4, -1.5], [0.3, -0.8, 0.3], [1.4, 1.1, 0.0], [0.3, -0.6, 0.6], [-0.4, 0.0, 0.3], [-1.5, -0.5, -0.2], [-0.3, 0.4, -0.3], [-0.4, -0.1, 0.1]], "nbo_charge": [-0.4364, -0.4609, 0.4077, -0.5178, 0.2587, -0.3035, 0.1825, 0.2113, 0.2324, 0.2742, 0.1518]}

Record 6
{"formula": "CHNO3S", "method": "ωB97M-V/def2-TZVPD", "charge": -2, "e_tot_ev": -19517.3666, "species": ["C", "N", "O", "O", "O", "S", "H"], "coordinates": [[1.9906, -1.3882, -0.0572], [2.2641, -0.3162, 0.3747], [2.9413, 1.6829, -1.4968], [1.9028, -2.5527, -0.2654], [1.9391, 2.0443, 1.0192], [1.7124, 1.3347, -0.2183], [-12.7504, -0.8048, 0.6438]], "forces_ev_per_a": [[0.7, -2.1, 0.5], [-0.2, 1.4, -0.4], [-4.4, -1.3, 4.7], [-0.5, 0.4, -0.5], [0.1, 0.9, 0.4], [4.3, 0.7, -4.7], [-0.1, 0.0, 0.0]], "nbo_charge": [0.8057, -0.7493, -1.0181, -0.5958, -0.9692, 1.5268, -1.0000]}

| no. | molar mass (g mol⁻¹) |
| --- | --- |
| 1 | 87.122 |
| 2 | 449.434 |
| 3 | 90.306 |
| 4 | 376.412 |
| 5 | 83.090 |
| 6 | 107.090 |